Record 1
The following is a DFT calculation (wB97M-V/def2-TZVPD) of a 3-piece molecular cluster, C14H20F2O8 overall at a distorted geometry.

Structure (XYZ):
```
44
Properties=species:S:1:pos:R:3:forces:R:3
C 4.3860 -2.6930 1.7273 0.26 0.19 -0.28
C 3.8802 -1.3648 1.1560 0.03 -0.05 0.11
C 3.8312 -1.4177 -0.3719 0.35 0.08 0.01
C 2.5831 -0.8427 1.7990 0.08 -0.09 -0.36
C 1.2447 -1.5331 1.4737 -0.33 0.65 0.44
C 0.5434 -1.1632 0.1558 0.10 -1.04 0.45
C -0.3009 -2.4302 -0.0501 0.32 0.76 -0.02
O 0.5470 -3.4970 0.3840 -0.20 -0.15 0.13
C 1.1877 -3.0492 1.5113 -0.15 0.12 -0.35
O 1.5406 -3.7908 2.3710 0.31 -0.18 0.17
H 5.4270 -2.8277 1.4189 -0.03 -0.03 0.03
H 3.8321 -3.5444 1.3385 -0.09 -0.04 0.16
H 4.3611 -2.6936 2.8161 -0.11 -0.11 0.01
H 4.6472 -0.6260 1.4150 -0.14 0.11 0.04
H 3.3418 -0.5390 -0.7942 -0.06 -0.03 -0.02
H 3.3515 -2.3272 -0.7399 -0.16 0.07 0.01
H 4.8508 -1.4159 -0.7655 -0.03 -0.12 -0.01
H 2.4657 0.1963 1.4723 -0.07 0.01 0.07
H 2.7087 -0.8010 2.8819 0.05 -0.14 0.01
H 0.5687 -1.2143 2.2823 0.00 -0.17 -0.04
H 1.2878 -1.1095 -0.6333 -0.23 0.36 -0.20
H -0.0869 -0.2838 0.2463 0.26 0.22 -0.21
H -1.1643 -2.4116 0.6245 -0.18 -0.01 -0.20
H -0.6163 -2.5573 -1.0810 0.03 -0.35 0.03
C -3.9532 -0.8804 1.1359 -0.08 -0.09 -0.03
C -3.4686 0.3212 1.9205 0.09 0.00 0.00
O -2.4551 0.8481 1.0791 -0.21 0.10 -0.08
C -2.7274 0.4682 -0.1981 0.02 -0.12 -0.01
O -2.1981 0.9156 -1.1606 0.03 0.01 0.00
O -3.6791 -0.4893 -0.2142 0.03 0.04 0.07
F -2.9229 -0.0262 3.1067 0.07 -0.04 -0.01
H -3.3657 -1.7655 1.3841 0.02 0.03 0.08
H -5.0108 -1.0918 1.2619 -0.02 0.07 -0.13
H -4.2230 1.0909 2.0905 0.02 0.00 0.11
C -1.5102 3.8813 -2.4938 0.12 -0.20 0.07
C -2.9351 4.2691 -2.8164 0.01 0.11 -0.03
O -2.7701 5.3983 -3.6510 0.00 -0.19 -0.13
C -1.5430 5.3106 -4.2450 0.08 0.03 0.04
O -1.1842 5.9795 -5.1518 -0.01 0.03 0.03
O -0.8077 4.3390 -3.6530 -0.07 0.06 0.02
F -3.6356 4.6287 -1.7115 0.01 0.05 0.04
H -1.1526 4.4195 -1.6144 -0.09 0.04 0.03
H -1.3743 2.8134 -2.3530 0.06 0.03 -0.13
H -3.5014 3.5067 -3.3537 -0.08 -0.01 0.09
```
Positions in Å, forces in eV/Å.

Results
Calculated total energy: -1347.15017 a.u.
SMILES string: CC(C)C[C@H]1CCOC1=O.O=C1OC[C@@H](F)O1.O=C1OC[C@@H](F)O1


Record 2
The following is a DFT calculation (wB97M-V/def2-TZVPD) of an isolated ion of composition C14H20FN5 and charge +2.

Structure (XYZ):
```
40
Properties=species:S:1:pos:R:3:forces:R:3
C 2.0397 -1.2134 6.0245 0.10 0.30 0.16
C 0.7934 -0.3874 5.8382 -0.07 0.21 0.24
F 0.9557 0.8959 6.2967 0.03 -0.43 -0.15
N 0.4205 -0.2312 4.3923 0.04 -0.02 0.08
C -0.5609 -0.9788 3.8699 0.01 -0.09 0.30
C -0.8919 -0.8683 2.5483 -0.07 0.12 -0.56
C -0.2096 0.0466 1.7433 -0.03 -0.05 0.05
C -0.5488 0.2005 0.3032 -0.03 -0.05 -0.12
C -0.6344 1.4644 -0.2804 0.09 -0.14 0.41
C -0.9491 1.5733 -1.6100 0.04 0.00 -0.27
N -1.1736 0.4831 -2.3565 -0.07 -0.06 -0.05
C -1.4701 0.6048 -3.8005 -0.21 0.08 -0.05
C -0.2712 0.2244 -4.7181 0.08 -0.07 0.11
N -0.5925 0.8242 -5.9950 0.10 -0.06 -0.13
N 0.9458 0.7579 -4.1196 -0.28 0.02 -0.06
N -0.1999 -1.2302 -4.7915 0.32 -0.03 0.05
C -1.1032 -0.7453 -1.8224 -0.06 -0.04 -0.10
C -0.7936 -0.9173 -0.4981 0.10 0.12 0.40
C 0.7983 0.8189 2.3238 -0.21 0.01 -0.54
C 1.0978 0.6579 3.6468 0.11 -0.03 0.28
H 2.7914 -0.9945 5.2672 0.00 -0.04 -0.02
H 1.8058 -2.2754 6.0389 0.01 -0.03 -0.14
H 2.4548 -0.9440 6.9967 -0.03 -0.09 0.00
H -0.0719 -0.8318 6.3321 -0.01 0.14 0.00
H -1.0809 -1.6575 4.5330 0.08 0.04 0.07
H -1.7033 -1.4706 2.1603 0.04 0.03 0.01
H -0.4839 2.3669 0.2978 0.00 -0.03 -0.04
H -1.0304 2.5312 -2.1032 -0.03 -0.04 -0.06
H -2.3016 -0.0686 -3.9954 0.01 0.07 -0.20
H -1.7815 1.6218 -4.0197 0.07 0.07 0.19
H 0.2146 1.2707 -6.4085 0.00 -0.04 -0.04
H -0.9851 0.1771 -6.6668 -0.14 0.02 0.06
H 0.9853 1.7662 -4.2328 0.08 0.03 0.01
H 1.7501 0.3602 -4.5915 0.06 0.08 -0.01
H 0.5202 -1.5800 -4.1674 -0.04 -0.01 0.04
H 0.0771 -1.5221 -5.7220 -0.09 -0.01 -0.02
H -1.3049 -1.5760 -2.4861 0.00 0.08 -0.07
H -0.7335 -1.9225 -0.1044 0.01 0.01 0.01
H 1.3566 1.5358 1.7366 0.03 -0.02 0.06
H 1.8687 1.2328 4.1400 -0.03 -0.05 0.09
```
Positions in Å, forces in eV/Å.

Results
Calculated total energy: -918.59404 a.u.
Total charge: +2


Record 3
The following is a DFT calculation (wB97M-V/def2-TZVPD) of one molecule with the formula C14H20FNO8 at a distorted geometry.

Structure (XYZ):
```
44
Properties=species:S:1:pos:R:3:forces:R:3
O -2.0257 1.8268 2.7430 3.30 -0.24 0.14
O 4.6445 -2.9373 -1.2357 0.00 0.70 1.06
O -2.1797 -2.9112 -1.5219 1.58 0.71 2.01
O 0.5205 3.5981 -1.3037 -1.37 0.21 -0.22
F -0.0588 0.2446 -2.3214 -0.58 -0.33 1.64
O 0.2784 1.5487 2.4121 -0.93 0.48 1.07
O 2.5233 -2.1463 -1.4301 -0.37 -0.90 -2.07
O -1.0610 -1.9759 0.3149 -5.09 -1.53 0.77
O 1.1510 -0.3680 1.3997 0.43 0.62 1.13
C -0.8470 2.0322 3.1202 -3.32 -0.96 -1.97
C 3.6768 -2.7135 -1.9090 0.29 -0.98 1.09
C -2.1337 -2.5762 -0.3442 -0.88 0.52 -2.12
C -0.6411 3.4208 -0.9333 3.35 -2.25 0.38
N -0.8797 2.3247 -0.1017 -0.33 -0.78 0.13
C -0.7199 2.9418 4.3172 1.85 0.40 -1.01
C 3.7333 -3.1656 -3.3345 -1.73 0.66 -0.45
C -3.4128 -2.6397 0.4274 0.31 2.32 0.03
C -1.7608 4.1959 -1.4328 -0.58 1.68 -2.11
C 0.0596 0.4974 1.3894 1.31 2.03 -0.12
C 2.4787 -1.5124 -0.1854 -1.78 2.06 -0.76
C -0.5310 0.0127 -1.0070 -0.35 0.00 0.91
C -0.1408 -1.3715 -0.4494 4.20 -0.84 -1.26
C -0.0418 1.1112 -0.0305 -0.04 0.84 -0.93
C 1.0655 -1.4662 0.5165 1.07 0.36 -1.48
H -1.4524 2.4673 0.7065 -0.79 -0.07 0.03
H 0.2522 3.4136 4.1962 0.06 0.52 0.30
H -1.5284 3.6805 4.4044 0.26 -0.51 -0.50
H -0.6547 2.4083 5.2348 -0.05 -0.79 0.67
H 4.5319 -3.8900 -3.3995 0.38 0.24 -0.04
H 3.9855 -2.1900 -3.8695 -0.70 -1.63 -0.13
H 2.7924 -3.7463 -3.6118 0.95 1.47 -0.14
H -4.2078 -2.4658 -0.3187 0.28 -0.46 0.60
H -3.4606 -1.8639 1.2157 0.07 -0.38 -0.40
H -3.4356 -3.5685 0.8918 -0.60 -1.83 0.80
H -2.3160 3.7482 -2.2890 0.33 -0.44 0.95
H -1.2845 5.0376 -1.9461 -0.12 0.21 0.33
H -2.4586 4.5939 -0.7280 -0.45 -0.08 0.67
H -0.7647 0.0132 1.7854 -2.16 -1.07 -0.04
H 2.7782 -0.4706 -0.3610 0.27 -0.27 0.51
H 3.0324 -2.0457 0.4815 2.31 -0.92 1.84
H -1.6198 0.0929 -0.9268 -0.08 -0.24 -0.88
H 0.1977 -2.1016 -1.1853 -0.37 0.52 -1.00
H 0.9339 1.3260 -0.4746 0.36 0.41 0.86
H 0.9811 -2.4096 1.0938 -0.30 0.56 -0.29
```
Positions in Å, forces in eV/Å.

Results
Energy above the lowest of the compared OMol25 structures with the same formula, charge and spin: 0.000 eV
SMILES string: CC(=O)N[C@H]1[C@H](OC(C)=O)O[C@H](COC(C)=O)[C@@H](OC(C)=O)[C@@H]1F